1.
{"formula": "CHLiNaO3", "method": "ωB97M-V/def2-TZVPD", "lumo_ev": [1.870, 1.870], "orbital_gap_ev": [4.35, 4.35], "e_above_lowest_kj_mol": 0.00, "charge": -1, "elements": ["O", "H", "Na", "O", "C", "O", "Li"], "coordinates": [[-2.03642, 1.73564, -1.89506], [-2.47839, 2.56580, -1.72070], [-0.75168, 0.43158, -0.75291], [0.65839, -0.26164, 1.00853], [1.08087, -1.13819, 0.11822], [1.76305, -2.10696, 0.61490], [1.76417, -1.22622, 2.62703]], "atomic_forces_ev_per_a": [[0.2, -0.3, 0.2], [-0.1, 0.1, 0.0], [0.1, 0.1, -0.1], [0.0, 0.2, 0.2], [0.2, -0.4, 1.7], [0.1, 0.3, 0.0], [-0.6, 0.1, -2.0]]}


2.
{"formula": "CHLiO2Zn", "method": "ωB97M-V/def2-TZVPD", "lumo_ev": -13.423, "orbital_gap_ev": 7.01, "e_above_lowest_kj_mol": 230.14, "charge": 2, "elements": ["O", "C", "H", "O", "Li", "Zn"], "coordinates": [[-3.13298, 0.18670, -0.22690], [-2.05341, 0.70189, -0.39874], [-1.55419, 1.53944, 0.32989], [-0.82276, 0.07907, 0.02914], [-2.08687, -1.51190, 0.50186], [0.90802, 0.11770, -0.24500]], "atomic_forces_ev_per_a": [[3.2, 0.1, -1.9], [-1.2, 2.3, 5.8], [-2.7, 1.3, -2.8], [0.1, -3.6, -0.8], [-0.6, -0.3, 0.1], [1.1, 0.2, -0.4]]}


3.
{"formula": "CHLiO3Rb", "method": "ωB97M-V/def2-TZVPD", "lumo_ev": [1.308, 1.299], "orbital_gap_ev": [3.26, 3.27], "e_above_lowest_kj_mol": 115.01, "charge": -1, "elements": ["O", "H", "C", "O", "O", "Rb", "Li"], "coordinates": [[-3.49906, 0.97727, -0.28819], [-3.55038, 0.81648, 1.97480], [-3.29340, -0.09304, 0.29416], [-2.94564, 0.12715, 1.64086], [0.75591, 1.20268, 0.36238], [3.26470, -0.47657, -0.69192], [-0.89960, 0.73213, 0.54566]], "atomic_forces_ev_per_a": [[-0.3, -0.7, 0.2], [0.4, 0.4, -0.2], [0.1, 0.7, -1.7], [0.0, -0.5, 1.6], [0.9, -0.9, -0.4], [-1.3, 0.8, 0.5], [0.2, 0.1, 0.0]]}